Entry 1:
This record from the OMol25 dataset describes C6H8LiNaO6 as an isolated structure at a distorted geometry. The level of theory is ωB97M-V with the def2-TZVPD basis set.

Structure (XYZ):
```
22
Properties=species:S:1:pos:R:3
O -2.240 1.563 1.486
C -2.499 1.189 0.227
C -2.222 2.995 1.570
O -2.212 2.217 -0.621
C -1.975 3.424 0.120
H -1.422 3.289 2.255
H -3.193 3.335 1.954
H -0.940 3.742 -0.056
H -2.668 4.193 -0.232
O -2.157 0.035 -0.151
Li -1.165 -0.372 -1.746
C -0.069 -1.547 -0.234
C 1.122 -2.277 -0.761
O 2.364 -1.779 -0.144
C 3.523 -2.418 -0.380
O 3.565 -3.362 -1.213
O 4.487 -2.096 0.367
H 0.245 -0.776 0.495
H -0.709 -2.284 0.286
H 1.284 -2.195 -1.846
H 1.069 -3.357 -0.552
Na 5.813 -3.518 -0.821
```

As for the LUMO energy (alpha / beta): -0.439 / -0.439 eV. The calculated total energy comes out at -854.6737 Eh. The value obtained for the HOMO energy (alpha / beta) is -5.53 / -5.53 eV. The value obtained for the energy above the lowest of the compared OMol25 structures with the same formula, charge and spin is 54.6 kcal/mol.


Entry 2:
This record from the OMol25 dataset describes a 2-piece molecular cluster, C7H7N2O2S overall at a distorted geometry. The level of theory is ωB97M-V with the def2-TZVPD basis set.

Structure (XYZ):
```
19
Properties=species:S:1:pos:R:3
C 1.324 -1.576 -1.125
C 0.323 -2.110 -0.329
C 1.259 -0.253 -1.528
C -0.753 -1.331 0.055
C 0.186 0.533 -1.145
C -0.815 -0.012 -0.359
C -1.860 2.463 0.664
N -1.115 1.047 3.342
N -0.015 1.666 3.514
O 0.025 2.919 3.567
O 1.028 0.999 3.620
S -2.248 0.986 0.107
H 2.160 -2.193 -1.423
H 0.388 -3.139 -0.006
H 2.043 0.168 -2.141
H -1.528 -1.731 0.689
H 0.125 1.568 -1.453
H -1.878 1.724 3.268
H -0.788 2.659 0.712
```

As for the LUMO energy: 2.987 eV. The charge is -1. The calculated total energy comes out at -928.9604 Eh. The value obtained for the HOMO energy is -4.10 eV. The value obtained for the energy above the lowest of the compared OMol25 structures with the same formula, charge and spin is 119.2 kcal/mol.


Entry 3:
This record from the OMol25 dataset describes a 16-piece molecular cluster, C19H70N8O16 overall at a distorted geometry. The level of theory is ωB97M-V with the def2-TZVPD basis set.

Structure (XYZ):
```
113
Properties=species:S:1:pos:R:3
O 0.761 -1.393 -2.850
H -0.117 -1.218 -3.268
H 0.875 -0.688 -2.192
O -1.789 -0.860 -3.726
H -2.501 -1.259 -3.151
H -2.124 0.005 -3.985
O 0.540 4.114 -1.976
H -0.144 4.772 -2.140
H 1.230 4.308 -2.630
O -2.015 -4.119 -1.452
H -2.456 -4.727 -0.848
H -2.272 -3.235 -1.149
O 4.267 1.883 -0.225
H 4.312 2.790 0.105
H 3.640 1.925 -0.974
O -2.180 3.139 -2.158
H -2.291 4.086 -2.285
H -1.207 3.000 -2.146
O 4.130 1.429 2.624
H 4.384 2.108 3.258
H 4.074 1.894 1.773
C -5.432 0.910 -0.797
O -5.558 0.368 -1.904
N -6.496 0.959 0.084
N -4.304 1.587 -0.420
H -6.405 1.358 0.998
H -7.284 0.371 -0.107
H -3.601 1.717 -1.135
H -4.222 2.008 0.481
C 2.662 4.158 3.138
O 3.412 4.786 2.401
N 1.406 3.724 2.773
N 3.011 3.832 4.446
H 0.853 3.323 3.501
H 1.126 3.875 1.825
H 3.973 3.884 4.726
H 2.514 3.085 4.903
C 4.735 -2.178 -2.319
O 3.995 -2.721 -3.127
N 6.122 -2.172 -2.344
N 4.222 -1.505 -1.215
H 6.623 -2.804 -2.934
H 6.638 -1.646 -1.670
H 3.221 -1.461 -1.165
H 4.845 -0.941 -0.673
C 3.625 1.411 -3.830
O 3.073 2.263 -3.087
N 4.876 1.639 -4.338
N 2.985 0.280 -4.252
H 5.488 2.379 -4.071
H 5.265 0.948 -4.956
H 2.118 -0.043 -3.844
H 3.637 -0.422 -4.571
C -6.071 -2.584 -2.799
C -4.662 -3.051 -2.526
C -4.141 -3.767 -3.761
O -3.810 -1.898 -2.247
H -6.691 -3.451 -3.084
H -6.091 -1.927 -3.668
H -6.725 -2.202 -2.012
H -4.536 -3.726 -1.678
H -4.793 -4.586 -4.068
H -3.130 -4.122 -3.581
H -4.124 -3.096 -4.626
H -4.403 -1.129 -2.130
C 2.696 -2.656 2.722
C 3.900 -2.777 1.785
C 5.213 -2.506 2.481
O 3.851 -4.066 1.148
H 1.783 -2.884 2.163
H 2.593 -1.728 3.281
H 2.763 -3.483 3.444
H 3.749 -2.058 0.970
H 6.014 -2.206 1.805
H 5.504 -3.343 3.117
H 5.034 -1.637 3.105
H 3.253 -4.031 0.396
C -1.528 -3.774 2.011
C -1.417 -3.355 3.488
C -0.982 -1.924 3.674
O -2.761 -3.415 4.040
H -1.424 -4.865 1.937
H -0.706 -3.405 1.391
H -2.506 -3.532 1.599
H -0.758 -4.074 3.985
H -1.534 -1.172 3.115
H 0.089 -1.819 3.482
H -1.085 -1.708 4.743
H -3.039 -4.336 4.096
C -1.957 2.807 2.675
C -2.397 4.239 2.430
C -2.465 4.460 0.933
O -3.743 4.423 2.930
H -2.488 2.170 1.972
H -2.014 2.447 3.701
H -0.890 2.795 2.446
H -1.759 4.992 2.902
H -3.260 3.885 0.447
H -1.525 4.207 0.439
H -2.846 5.436 0.609
H -3.834 5.236 3.430
C -0.881 0.019 -0.157
C 0.212 1.093 -0.198
C 1.331 0.765 0.759
O 0.733 1.113 -1.529
H -1.358 0.083 0.832
H -0.470 -0.991 -0.199
H -1.684 0.193 -0.867
H -0.365 1.980 0.099
H 2.094 1.539 0.718
H 1.725 -0.245 0.636
H 0.971 0.738 1.797
H 1.105 1.982 -1.726
```

As for the LUMO energy: 0.000 eV. The calculated total energy comes out at -2407.9498 Eh. The value obtained for the HOMO energy is -9.52 eV. The value obtained for the energy above the lowest of the compared OMol25 structures with the same formula, charge and spin is 0.0 kcal/mol.